The following is a DFT calculation (ωB97M-V with the def2-TZVPD basis set) of a 7-piece molecular cluster, C18H40Br6N4O4 overall in a non-equilibrium geometry.

Structure (ORCA input):
```
! wB97M-V def2-TZVPD RIJCOSX def2/J DEFGRID3
* xyz 0 1
C 2.180 3.344 2.876
N 3.384 2.545 3.032
C 3.809 1.562 2.256
C 5.148 0.950 2.579
O 3.171 1.102 1.313
H 1.463 2.767 2.292
H 2.423 4.336 2.496
H 1.627 3.459 3.809
H 3.851 2.711 3.912
H 6.001 1.354 2.034
H 4.946 -0.112 2.437
H 5.364 1.119 3.634
C -2.877 -2.177 1.185
N -3.834 -1.374 1.955
C -3.603 -0.084 2.190
C -4.539 0.663 3.077
O -2.572 0.502 1.819
H -2.316 -1.634 0.425
H -3.306 -3.012 0.631
H -2.219 -2.630 1.926
H -4.758 -1.722 2.167
H -4.046 0.869 4.027
H -5.420 0.050 3.265
H -4.795 1.660 2.719
C 3.824 -0.875 -7.674
N 3.572 -1.016 -6.262
C 2.450 -0.891 -5.605
C 2.568 -1.064 -4.146
O 1.372 -0.596 -6.082
H 4.901 -0.971 -7.815
H 3.567 0.113 -8.054
H 3.196 -1.441 -8.362
H 4.268 -1.539 -5.749
H 2.283 -0.180 -3.577
H 3.539 -1.414 -3.793
H 1.711 -1.660 -3.832
C 1.218 -1.296 6.482
N 0.760 -2.117 5.366
C 0.578 -1.782 4.101
C 0.966 -0.446 3.497
O 0.131 -2.618 3.321
H 1.532 -0.268 6.305
H 2.061 -1.784 6.971
H 0.523 -1.256 7.321
H 0.439 -3.061 5.533
H 0.082 0.172 3.652
H 1.160 -0.408 2.425
H 1.842 0.080 3.877
Br 0.630 -1.269 -0.581
C -0.211 0.476 -0.277
C 0.631 1.581 -0.865
Br 0.078 3.414 -0.450
H -0.225 0.584 0.807
H -1.202 0.429 -0.728
H 0.676 1.537 -1.953
H 1.671 1.428 -0.579
Br -5.937 2.574 0.198
C -4.882 2.961 -1.463
C -3.607 2.123 -1.396
Br -2.487 2.405 -2.935
H -4.713 4.036 -1.530
H -5.444 2.557 -2.305
H -3.816 1.060 -1.275
H -2.975 2.326 -0.531
Br -1.902 -3.956 -2.077
C -2.179 -3.005 -3.822
C -1.759 -1.536 -3.676
Br -2.129 -0.611 -5.367
H -3.246 -3.092 -4.025
H -1.706 -3.507 -4.666
H -0.674 -1.473 -3.596
H -2.218 -0.977 -2.861
*
```

Summary:
Relative energy (zero: lowest compared OMol25 entry of this formula, charge and spin): 0.000 eV
E: -16673.94285 hartree
E_LUMO: 0.43 eV
Gap between HOMO and LUMO: 9.71 eV
SMILES string: CNC(C)=O.CNC(C)=O.CNC(C)=O.CNC(C)=O.BrCCBr.BrCCBr.BrCCBr
HOMO level: -9.28 eV

=====

The following is a DFT calculation (ωB97M-V with the def2-TZVPD basis set) of C3H6N2O as an isolated structure.

Structure (ORCA input):
```
! wB97M-V def2-TZVPD RIJCOSX def2/J DEFGRID3
* xyz 0 1
C -0.153 -0.586 -1.554
N -0.707 -0.298 -0.305
C 0.166 0.148 0.599
N 1.440 0.249 0.162
C -0.381 0.845 1.776
O -1.549 0.747 2.099
H -0.879 -0.534 -2.364
H 0.448 -1.499 -1.583
H 1.046 0.240 -1.070
H -1.694 -0.120 -0.139
H 1.908 -0.648 0.048
H 0.356 1.454 2.331
*
```

Summary:
Relative energy (zero: lowest compared OMol25 entry of this formula, charge and spin): 3.769 eV
E: -302.55459 hartree
E_LUMO (spin up / spin down): -0.41 / -0.41 eV
Gap between HOMO and LUMO (spin up / spin down): 7.96 / 7.96 eV
HOMO level (spin up / spin down): -8.37 / -8.37 eV

=====

The following is a DFT calculation (ωB97M-V with the def2-TZVPD basis set) of a 6-piece molecular cluster, C30H49F15N3O11 overall.

Structure (ORCA input):
```
! wB97M-V def2-TZVPD RIJCOSX def2/J DEFGRID3
* xyz -1 1
C 2.683 -0.400 -1.949
C 1.600 -0.476 -3.025
C 1.707 -1.791 -3.806
C 0.190 -0.265 -2.430
C -0.673 0.785 -3.139
C -0.106 2.198 -3.029
C -0.932 0.420 -4.609
O -2.015 1.119 -5.160
C -3.350 0.612 -4.754
C -3.606 -0.727 -5.474
C -3.999 -1.903 -4.571
N -2.916 -2.167 -3.602
N -4.178 -3.172 -5.293
N -5.291 -1.596 -3.942
H 2.549 0.486 -1.323
H 3.681 -0.345 -2.390
H 2.651 -1.283 -1.300
H 1.792 0.334 -3.734
H 1.309 -1.691 -4.817
H 1.139 -2.585 -3.314
H 2.745 -2.125 -3.891
H 0.282 0.007 -1.370
H -0.359 -1.212 -2.467
H -1.647 0.787 -2.638
H -0.776 2.899 -3.530
H 0.877 2.278 -3.504
H 0.005 2.511 -1.985
H -0.035 0.685 -5.194
H -1.074 -0.668 -4.691
H -3.263 0.410 -3.670
H -2.721 -1.050 -6.045
H -4.432 -0.631 -6.195
H -2.890 -1.418 -2.920
H -3.173 -3.011 -3.093
H -3.288 -3.657 -5.260
H -4.335 -2.960 -6.274
H -5.127 -0.933 -3.195
H -5.690 -2.459 -3.591
C -0.828 -1.762 1.829
C -2.263 -1.651 2.292
O -2.938 -0.558 1.622
C -3.384 -0.828 0.402
O -3.310 -1.867 -0.182
C -4.070 0.422 -0.199
F -3.337 1.525 0.017
F -5.269 0.601 0.376
F -4.224 0.295 -1.500
H -0.301 -0.822 1.986
H -0.322 -2.542 2.400
H -0.780 -2.023 0.773
H -2.332 -1.396 3.347
H -2.818 -2.568 2.104
C 7.937 -2.028 1.285
C 7.228 -1.077 0.350
O 7.011 -1.689 -0.948
C 5.966 -2.493 -1.034
O 5.192 -2.779 -0.169
C 5.827 -3.029 -2.481
F 6.999 -3.461 -2.961
F 5.378 -2.057 -3.277
F 4.964 -4.039 -2.510
H 8.879 -2.363 0.851
H 8.153 -1.518 2.225
H 7.316 -2.895 1.502
H 7.829 -0.199 0.128
H 6.263 -0.762 0.746
C 5.052 -6.041 0.050
C 5.189 -7.523 0.299
O 6.514 -7.839 0.814
C 6.695 -7.655 2.107
O 5.901 -7.281 2.919
C 8.144 -8.046 2.492
F 9.038 -7.548 1.633
F 8.268 -9.382 2.491
F 8.439 -7.601 3.708
H 5.838 -5.698 -0.622
H 4.091 -5.829 -0.416
H 5.109 -5.477 0.979
H 5.124 -8.100 -0.620
H 4.449 -7.890 1.007
C -3.410 5.884 -1.068
C -3.067 4.898 0.021
O -2.193 5.506 1.021
C -2.774 6.238 1.941
O -3.940 6.474 2.085
C -1.708 6.777 2.928
F -0.642 7.273 2.300
F -1.294 5.782 3.732
F -2.225 7.734 3.698
H -2.503 6.273 -1.531
H -3.993 5.374 -1.835
H -3.998 6.714 -0.678
H -2.489 4.061 -0.358
H -3.953 4.519 0.527
C -4.961 6.784 5.376
C -4.077 5.778 6.070
O -4.000 6.047 7.499
C -4.998 5.598 8.232
O -5.959 4.980 7.878
C -4.750 5.945 9.722
F -4.347 7.210 9.878
F -3.797 5.143 10.221
F -5.857 5.769 10.434
H -4.608 7.798 5.568
H -4.937 6.615 4.300
H -5.990 6.697 5.721
H -3.044 5.842 5.740
H -4.435 4.758 5.933
*
```

Summary:
E: -3662.46564 hartree
E_LUMO: 1.68 eV
Gap between HOMO and LUMO: 3.18 eV
HOMO level: -1.50 eV

=====

The following is a DFT calculation (ωB97M-V with the def2-TZVPD basis set) of a 7-piece molecular cluster, C14H21N7 overall in a non-equilibrium geometry.

Structure (ORCA input):
```
! wB97M-V def2-TZVPD RIJCOSX def2/J DEFGRID3
* xyz 0 1
C 1.395 0.515 5.209
C 1.217 0.588 3.759
N 1.000 0.666 2.682
H 1.187 -0.509 5.519
H 0.707 1.215 5.682
H 2.427 0.715 5.497
C -3.075 -1.262 -5.347
C -4.283 -0.529 -4.936
N -5.251 0.078 -4.629
H -2.911 -1.134 -6.416
H -3.275 -2.288 -5.039
H -2.267 -0.904 -4.709
C 5.748 0.721 -0.638
C 4.537 -0.158 -0.344
N 3.644 -0.858 -0.123
H 5.269 1.608 -1.052
H 6.466 0.203 -1.271
H 6.188 0.991 0.322
C 0.482 0.107 -0.649
C -0.025 -0.662 -1.746
N -0.422 -1.319 -2.648
H -0.157 0.957 -0.407
H 1.459 0.443 -0.999
H 0.611 -0.453 0.275
C 1.794 3.510 1.580
C 3.109 3.380 2.214
N 4.113 3.326 2.736
H 1.498 2.673 0.949
H 1.705 4.373 0.919
H 1.109 3.746 2.394
C -2.175 0.160 2.172
C -1.746 -1.027 1.321
N -1.407 -1.891 0.638
H -1.651 0.188 3.126
H -3.236 -0.065 2.279
H -1.997 1.058 1.581
C -3.873 -2.616 -1.806
C -3.185 -3.886 -1.385
N -2.671 -4.846 -0.967
H -3.071 -1.891 -1.946
H -4.575 -2.267 -1.050
H -4.414 -2.659 -2.751
*
```

Summary:
Relative energy (zero: lowest compared OMol25 entry of this formula, charge and spin): 1.084 eV
E: -929.25044 hartree
E_LUMO: 0.14 eV
Gap between HOMO and LUMO: 11.03 eV
SMILES string: CC#N.CC#N.CC#N.CC#N.CC#N.CC#N.CC#N
HOMO level: -10.89 eV

=====

The following is a DFT calculation (ωB97M-V with the def2-TZVPD basis set) of a 2-piece molecular cluster, C8H11N2O3 overall in a non-equilibrium geometry.

Structure (ORCA input):
```
! wB97M-V def2-TZVPD RIJCOSX def2/J DEFGRID3
* xyz 1 1
C 1.647 -2.678 -1.230
C 2.177 -1.817 -2.255
C 1.709 -0.658 -0.588
C 1.091 0.677 1.265
C -1.847 -0.960 1.241
C -0.516 2.316 -0.398
C -1.460 0.073 0.207
C -1.103 1.355 0.564
N 1.289 -1.909 -0.222
N 2.210 -0.523 -1.801
O 1.041 1.056 2.362
O -1.534 1.830 1.683
O 1.760 0.321 0.317
H 1.853 -3.765 -1.246
H 2.762 -2.040 -3.122
H -2.206 -1.901 0.769
H -2.566 -0.577 1.975
H -0.868 -1.199 1.752
H 0.361 2.891 -0.124
H -1.357 3.117 -0.498
H -0.324 1.875 -1.440
H -0.575 -0.331 -0.260
H -2.167 0.081 -0.626
H -1.377 2.767 1.674
*
```

Summary:
Relative energy (zero: lowest compared OMol25 entry of this formula, charge and spin): 5.247 eV
E: -646.22850 hartree
E_LUMO (spin up / spin down): -5.35 / -6.23 eV
Gap between HOMO and LUMO (spin up / spin down): 8.04 / 5.95 eV
HOMO level (spin up / spin down): -13.39 / -12.19 eV

=====

The following is a DFT calculation (ωB97M-V with the def2-TZVPD basis set) of C3H3BrS in the gas phase in a non-equilibrium geometry.

Structure (ORCA input):
```
! wB97M-V def2-TZVPD RIJCOSX def2/J DEFGRID3
* xyz 0 1
C -0.503 0.192 -0.417
C -2.087 0.241 -0.158
C 0.527 -0.529 0.414
S -1.348 1.740 0.127
Br 2.454 0.010 -0.147
H -0.084 0.355 -1.429
H 0.543 -1.491 0.042
H 0.497 -0.517 1.568
*
```

Summary:
Relative energy (zero: lowest compared OMol25 entry of this formula, charge and spin): 2.054 eV
E: -3088.17333 hartree
E_LUMO: -0.76 eV
Gap between HOMO and LUMO: 8.86 eV
HOMO level: -9.62 eV